Entry 1:
Computed, not measured: a cluster of 2 separate species, C6H18N3 in total, with wB97M-V/def2-TZVPD.

Atoms and positions in Å:
C: -0.90 1.13 -1.76
C: -1.55 0.26 -2.85
C: -1.92 2.21 -1.29
H: 0.06 1.63 -1.95
H: -0.54 0.42 -0.93
H: -1.25 -0.77 -2.75
H: -2.64 0.39 -2.85
H: -2.15 2.09 -0.24
H: -2.85 2.12 -1.87
H: -1.24 0.68 -3.82
H: -1.63 3.22 -1.57
C: 1.34 -1.41 0.02
C: 0.77 -2.55 -0.86
C: 0.61 0.08 1.81
N: 0.80 -1.16 1.33
N: 1.45 1.02 1.41
N: -0.30 0.28 2.76
H: 2.38 -1.76 0.29
H: 1.26 -0.60 -0.71
H: -0.30 -2.22 -0.77
H: 0.75 -3.60 -0.56
H: 0.51 -2.00 1.81
H: 2.32 0.86 0.92
H: 1.47 1.98 1.72
H: -1.21 -0.15 2.75
H: -0.28 1.17 3.24
H: 1.21 -2.46 -1.85

Output
Orbital gap   10.86 eV
Charge   +1
Energy relative to the best compared isomer or geometry (same formula, charge and spin)   157.1 kJ/mol
LUMO level   -2.987 eV

Charges computed using Mulliken, reported in e:
1. C 0.768
2. C -1.200
3. C -1.146
4. H 0.391
5. H -0.682
6. H 0.312
7. H 0.320
8. H 0.303
9. H 0.313
10. H 0.309
11. H 0.296
12. C -0.497
13. C -1.238
14. C 0.639
15. N -0.129
16. N -0.303
17. N -0.465
18. H 0.400
19. H 0.389
20. H 0.313
21. H 0.380
22. H 0.261
23. H 0.241
24. H 0.232
25. H 0.247
26. H 0.236
27. H 0.309

---

Entry 2:
Computed, not measured: a cluster of 2 separate species, C6H18N3P in total, with wB97M-V/def2-TZVPD.

Atoms and positions in Å:
C: -0.69 2.33 1.05
C: 2.45 1.03 1.54
C: -1.42 0.20 -1.87
C: -0.01 2.36 -1.94
C: -1.36 -2.48 1.48
C: 0.32 -2.80 -0.17
N: 1.61 0.81 0.30
N: -0.28 0.99 -1.43
N: -0.97 -2.18 0.17
P: -0.07 0.94 0.26
H: -0.58 2.37 2.15
H: -1.45 2.71 0.56
H: 1.87 1.87 2.07
H: 2.42 0.07 2.29
H: 3.47 1.24 1.44
H: -0.95 -0.75 -1.95
H: -2.26 0.09 -1.15
H: -1.74 0.61 -2.82
H: -0.27 2.19 -3.05
H: -0.70 3.05 -1.59
H: 0.94 2.52 -1.68
H: -1.57 -3.54 1.49
H: -0.45 -2.49 2.22
H: -2.16 -1.81 1.60
H: 1.23 -2.37 0.21
H: 0.34 -3.85 0.16
H: 0.54 -3.01 -1.18
H: 1.74 -0.10 -0.17

Output
Orbital gap (alpha / beta)   8.01 / 6.67 eV
Charge   0
Energy relative to the best compared isomer or geometry (same formula, charge and spin)   345.2 kJ/mol
LUMO level (alpha / beta)   0.114 / 0.050 eV

Charges computed using Mulliken, reported in e:
1. C -1.088
2. C -0.696
3. C -0.753
4. C -1.038
5. C -0.914
6. C -1.025
7. N -0.308
8. N 0.005
9. N -0.111
10. P 0.396
11. H 0.260
12. H 0.393
13. H 0.220
14. H 0.192
15. H 0.326
16. H 0.215
17. H 0.279
18. H 0.344
19. H 0.338
20. H 0.360
21. H 0.348
22. H 0.373
23. H 0.275
24. H 0.330
25. H 0.286
26. H 0.400
27. H 0.344
28. H 0.250

---

Entry 3:
Computed, not measured: a structure of composition C6H18N8O10Pb2, with wB97M-V/def2-TZVPD.

Atoms and positions in Å:
Pb: -17.03 -8.16 -9.61
Pb: -21.28 -5.97 -3.55
O: -16.76 -3.15 1.15
C: -17.44 -3.88 0.27
O: -17.62 -3.50 -0.82
O: -17.89 -4.95 0.60
H: -16.86 -3.81 1.84
O: -14.78 -8.88 -2.97
C: -15.24 -8.81 -4.24
O: -14.85 -9.57 -5.17
O: -16.23 -8.08 -4.42
H: -15.34 -8.16 -2.68
C: -13.39 -15.80 -9.06
O: -13.37 -16.84 -9.65
N: -14.17 -15.65 -8.02
N: -12.58 -14.81 -9.19
H: -14.19 -14.74 -7.58
H: -14.76 -16.41 -7.72
H: -12.55 -13.85 -8.86
H: -11.85 -15.03 -9.84
C: -20.20 -12.78 -2.17
O: -20.44 -11.75 -2.73
N: -19.06 -13.20 -1.81
N: -21.11 -13.75 -2.00
H: -18.85 -14.14 -1.52
H: -18.37 -12.46 -1.82
H: -22.02 -13.40 -2.25
H: -20.96 -14.69 -1.65
C: -9.61 -13.28 -3.35
O: -8.76 -14.04 -2.99
N: -9.45 -12.12 -3.96
N: -10.96 -13.45 -3.10
H: -10.24 -11.49 -4.04
H: -8.54 -11.87 -4.31
H: -11.61 -12.82 -3.55
H: -11.37 -14.29 -2.73
C: -8.80 -8.00 0.73
O: -8.51 -7.31 1.68
N: -9.33 -9.23 0.84
N: -8.41 -7.74 -0.51
H: -9.77 -9.76 0.10
H: -9.51 -9.58 1.77
H: -8.56 -8.47 -1.20
H: -7.83 -6.96 -0.74

Output
Orbital gap   1.22 eV
Charge   +2
LUMO level   -11.003 eV

Charges computed using Mulliken, reported in e:
1. Pb 1.271
2. Pb 1.159
3. O -0.396
4. C 0.794
5. O -0.411
6. O -0.456
7. H 0.324
8. O -0.375
9. C 0.817
10. O -0.508
11. O -0.577
12. H 0.302
13. C 0.641
14. O -0.611
15. N -0.383
16. N -0.381
17. H 0.138
18. H 0.211
19. H 0.163
20. H 0.222
21. C 0.668
22. O -0.680
23. N -0.359
24. N -0.419
25. H 0.187
26. H 0.214
27. H 0.209
28. H 0.181
29. C 0.639
30. O -0.591
31. N -0.376
32. N -0.388
33. H 0.160
34. H 0.219
35. H 0.131
36. H 0.210
37. C 0.629
38. O -0.592
39. N -0.381
40. N -0.366
41. H 0.169
42. H 0.211
43. H 0.160
44. H 0.220

---

Entry 4:
Computed, not measured: a cluster of 3 separate species, C6H18NO3 in total, with wB97M-V/def2-TZVPD.

Atoms and positions in Å:
C: 1.07 -0.02 -2.31
O: 0.50 -0.26 -3.49
C: 0.04 -0.15 -1.11
C: 0.29 0.76 0.09
C: 1.73 0.83 0.57
C: 2.37 -0.52 0.95
C: 1.84 -1.14 2.24
N: -1.31 0.11 -1.63
H: 1.89 -0.75 -2.08
H: 1.56 0.99 -2.15
H: 0.02 -1.18 -0.77
H: -0.14 1.74 -0.14
H: -0.29 0.43 0.96
H: 1.79 1.52 1.41
H: 2.42 1.29 -0.15
H: 3.45 -0.31 1.03
H: 2.20 -1.22 0.14
H: 0.76 -1.00 2.37
H: 2.06 -2.20 2.32
H: 2.22 -0.64 3.14
H: -1.43 -0.51 -2.43
H: -1.24 0.96 -2.20
H: -1.99 -0.08 2.66
H: -2.71 1.17 2.47
O: -2.21 0.72 3.17
H: -3.07 -1.11 0.03
H: -2.89 0.38 0.22
O: -3.31 -0.39 0.62

Output
Orbital gap   6.27 eV
Charge   -1
Energy relative to the best compared isomer or geometry (same formula, charge and spin)   77.1 kJ/mol
LUMO level   3.454 eV

Charges computed using Mulliken, reported in e:
1. C -0.362
2. O -0.903
3. C 0.398
4. C 0.022
5. C -0.824
6. C -0.309
7. C -1.116
8. N -0.660
9. H 0.109
10. H 0.054
11. H 0.186
12. H 0.357
13. H -0.533
14. H 0.422
15. H 0.322
16. H 0.319
17. H 0.245
18. H 0.146
19. H 0.354
20. H 0.327
21. H 0.263
22. H 0.265
23. H 0.324
24. H 0.318
25. O -0.663
26. H 0.318
27. H 0.333
28. O -0.713

---

Entry 5:
Computed, not measured: the molecule C6H18NOPSi, with wB97M-V/def2-TZVPD.

Atoms and positions in Å:
C: 2.50 1.17 0.14
P: 3.00 -0.58 -0.08
N: 2.67 -1.15 1.50
C: 1.58 -1.18 -1.15
C: 0.33 -1.65 -0.43
O: -0.17 -0.69 0.50
Si: -1.44 0.32 0.14
C: -1.21 1.14 -1.53
C: -3.05 -0.63 0.11
C: -1.44 1.60 1.49
H: 2.18 1.58 -0.82
H: 1.68 1.27 0.86
H: 3.34 1.76 0.49
H: 1.71 -1.01 1.79
H: 2.94 -2.11 1.66
H: 1.33 -0.41 -1.87
H: 1.98 -2.02 -1.72
H: -0.45 -1.90 -1.16
H: 0.54 -2.57 0.12
H: -2.08 1.77 -1.73
H: -0.32 1.77 -1.56
H: -1.14 0.41 -2.35
H: -3.41 -0.78 -0.91
H: -2.96 -1.61 0.58
H: -3.82 -0.08 0.64
H: -1.56 1.14 2.47
H: -0.50 2.16 1.50
H: -2.25 2.32 1.35

Output
Orbital gap   9.17 eV
Charge   0
LUMO level   0.819 eV

Charges computed using Mulliken, reported in e:
1. C -0.566
2. P 0.067
3. N -0.624
4. C -0.663
5. C -0.562
6. O -0.450
7. Si 0.494
8. C -1.083
9. C -1.155
10. C -1.081
11. H 0.206
12. H -0.026
13. H 0.382
14. H 0.297
15. H 0.282
16. H 0.241
17. H 0.442
18. H 0.416
19. H 0.377
20. H 0.411
21. H 0.286
22. H 0.334
23. H 0.343
24. H 0.317
25. H 0.331
26. H 0.307
27. H 0.308
28. H 0.366

---

Entry 6:
Computed, not measured: a cluster of 2 separate species, C6H18NS in total, with wB97M-V/def2-TZVPD.

Atoms and positions in Å:
C: 1.25 0.46 2.19
C: 1.14 1.91 1.80
N: 0.43 2.02 0.46
C: -0.02 3.40 0.07
H: 1.77 -0.10 1.40
H: 1.76 0.35 3.15
H: 0.27 0.01 2.34
H: 0.47 2.44 2.48
H: 2.08 2.45 1.70
H: -0.39 1.39 0.45
H: 1.07 1.65 -0.24
H: -0.68 3.77 0.85
H: -0.51 3.38 -0.90
H: 0.84 4.06 0.07
C: 1.16 -3.28 -1.28
C: 0.02 -2.55 -0.57
C: -0.46 -1.39 -1.44
S: -1.79 -0.51 -0.62
H: 1.53 -4.08 -0.63
H: 2.01 -2.62 -1.45
H: 0.86 -3.70 -2.24
H: -0.83 -3.22 -0.42
H: 0.36 -2.21 0.41
H: -0.83 -1.68 -2.43
H: 0.38 -0.69 -1.62
H: -2.02 0.42 -1.57

Output
Multiplicity   2
Orbital gap (alpha / beta)   11.72 / 6.39 eV
Charge   +2
Energy relative to the best compared isomer or geometry (same formula, charge and spin)   117.0 kJ/mol
LUMO level (alpha / beta)   -7.454 / -12.763 eV

Charges computed using Mulliken, reported in e:
1. C -1.042
2. C -0.471
3. N -0.077
4. C -0.850
5. H 0.307
6. H 0.401
7. H 0.293
8. H 0.384
9. H 0.420
10. H 0.098
11. H 0.419
12. H 0.387
13. H 0.346
14. H 0.383
15. C -1.367
16. C -0.359
17. C -0.418
18. S 0.203
19. H 0.355
20. H 0.379
21. H 0.383
22. H 0.409
23. H 0.283
24. H 0.469
25. H 0.354
26. H 0.309